1.
Formula: C4H6O2
Source: the OMol25 dataset
Level of theory: the ωB97M-V functional and the def2-TZVPD basis

Element x y z (Å)
O -0.802 2.410 -1.080
C -0.110 1.512 -0.664
C -0.629 0.227 -0.082
C 0.210 -0.986 -0.464
O 0.905 -1.262 0.787
C -0.321 0.075 1.425
H 1.001 1.610 -0.623
H -1.697 0.125 -0.300
H -0.370 -1.854 -0.788
H 0.981 -0.781 -1.211
H 0.446 0.823 1.704
H 0.386 -1.899 1.296

- 2S+1 = 1
- HOMO level (eV) = -8.5936
- strongest force on any atom (eV/Å) = 0.52
- calculated total energy (eV) = -8335.376
- energy above the lowest of the compared OMol25 structures with the same formula, charge and spin (kcal/mol) = 117.26
- frontier orbital gap (eV) = 8.911

=====

2.
Formula: C4H13NO2
Source: the OMol25 dataset
Level of theory: the ωB97M-V functional and the def2-TZVPD basis

Element x y z (Å)
N 0.177 -1.847 1.139
C -0.864 -0.707 1.200
C -0.135 0.603 1.321
C 0.984 0.912 0.374
C 0.551 1.489 -1.058
O -0.497 2.435 -0.758
H -0.172 -2.742 1.562
H 0.454 -2.036 0.171
H -1.535 -0.944 1.958
H -1.342 -0.570 0.195
H -0.846 1.453 1.254
H 0.184 0.582 2.372
H 1.692 1.672 0.929
H 1.747 0.138 0.300
H 1.450 1.903 -1.487
H 0.065 0.685 -1.643
H -0.645 3.073 -1.477
O -0.695 -2.301 -1.980
H 0.248 -2.374 -2.009
H -0.820 -1.423 -2.366

- 2S+1 = 1
- HOMO level (eV) = -8.8513
- strongest force on any atom (eV/Å) = 4.88
- calculated total energy (eV) = -9942.635
- SMILES = NCCCCO.O
- energy above the lowest of the compared OMol25 structures with the same formula, charge and spin (kcal/mol) = 36.01
- frontier orbital gap (eV) = 9.438

=====

3.
Formula: C3H3ClN2O2
Source: the OMol25 dataset
Level of theory: the ωB97M-V functional and the def2-TZVPD basis

Element x y z (Å)
C -0.546 -0.796 0.210
C -0.229 0.415 -1.696
C 0.207 0.204 0.562
H -2.138 -1.194 1.327
H -0.526 -2.752 1.294
H -1.471 -1.225 -1.843
N -1.395 -1.824 0.829
N -0.924 -0.622 -1.165
O -0.298 1.141 -2.756
O 0.645 0.831 -0.621
Cl 1.235 0.445 2.008

- 2S+1 = 1
- HOMO level (eV) = -9.1990
- strongest force on any atom (eV/Å) = 6.07
- calculated total energy (eV) = -22754.082
- energy above the lowest of the compared OMol25 structures with the same formula, charge and spin (kcal/mol) = 74.02
- frontier orbital gap (eV) = 9.063

=====

4.
Formula: C27H41AsBrN6OY
Source: the OMol25 dataset
Level of theory: the ωB97M-V functional and the def2-TZVPD basis

Element x y z (Å)
Y -0.100 0.582 -0.313
Br 5.009 -2.926 -4.884
C 3.788 -1.837 -3.969
C 3.852 -0.445 -4.099
C 2.957 0.383 -3.446
C 1.984 -0.166 -2.617
O 1.090 0.600 -1.988
C 1.909 -1.570 -2.463
C 0.907 -2.221 -1.682
N 0.083 -1.700 -0.807
C -0.905 -2.571 -0.243
C -0.791 -3.935 -0.128
C -1.843 -4.717 0.392
C -3.009 -4.137 0.803
C -3.153 -2.731 0.740
C -4.325 -2.071 1.167
C -4.401 -0.703 1.107
C -3.292 0.001 0.628
N -2.175 -0.576 0.204
C -2.091 -1.944 0.235
C 2.812 -2.391 -3.173
H 4.615 -0.011 -4.733
H 3.014 1.455 -3.576
H 0.825 -3.288 -1.882
H 0.114 -4.448 -0.427
H -1.715 -5.789 0.451
H -3.825 -4.738 1.183
H -5.157 -2.656 1.541
H -5.284 -0.167 1.426
H -3.325 1.087 0.602
H 2.744 -3.468 -3.079
C 2.121 -0.176 4.252
C 1.807 0.092 2.764
N 0.443 -0.359 2.401
C 0.379 -1.826 2.591
C 0.813 -2.232 4.017
N 0.985 -0.974 4.815
C -0.278 -0.167 4.787
C -0.525 0.272 3.325
H 2.200 0.739 4.837
H 3.034 -0.754 4.388
H 2.521 -0.424 2.122
H 1.884 1.158 2.565
H 1.023 -2.303 1.854
H -0.642 -2.153 2.406
H 1.764 -2.762 4.036
H 0.065 -2.844 4.518
H 1.198 -1.221 5.784
H -0.146 0.679 5.459
H -1.076 -0.797 5.176
H -0.432 1.355 3.237
H -1.532 -0.010 3.020
C 0.223 4.684 0.532
As 1.406 3.136 0.475
C 2.578 3.549 1.970
C 2.532 3.549 -1.054
H 0.827 5.589 0.595
H -0.428 4.637 1.404
H -0.389 4.746 -0.368
H 3.020 4.531 1.802
H 3.382 2.820 2.062
H 1.995 3.588 2.891
H 2.924 4.561 -0.952
H 1.947 3.472 -1.969
H 3.357 2.840 -1.105
N -2.778 1.227 -5.567
C -2.481 1.967 -4.285
C -1.870 1.057 -3.212
N -1.548 1.815 -1.977
H -3.185 1.866 -6.261
H -3.454 0.467 -5.435
H -1.937 0.825 -5.992
H -3.426 2.402 -3.960
H -1.802 2.777 -4.554
H -0.942 0.604 -3.567
H -2.562 0.256 -2.947
H -2.393 2.264 -1.627
H -0.913 2.576 -2.224

- 2S+1 = 1
- HOMO level (eV) = -17.0726
- strongest force on any atom (eV/Å) = 0.47
- net charge = +4
- calculated total energy (eV) = -171544.226
- energy above the lowest of the compared OMol25 structures with the same formula, charge and spin (kcal/mol) = 5.56
- frontier orbital gap (eV) = 6.677

=====

Molecular weight / g mol⁻¹: 86.090 107.153 134.522 709.398